C33H43N5NiP2 | ωB97M-V/def2-TZVPD

The geometry in XYZ format:
```
84
Properties=species:S:1:pos:R:3:forces:R:3
Ni -2.5651 -1.7558 2.9856 -1.5 1.3 -0.8
C -2.5100 -2.5217 -2.4339 -0.3 -0.3 -0.1
C -1.7662 -2.3615 -1.3335 -0.1 -0.7 0.6
C -0.8423 -1.2488 -0.9037 0.4 0.3 -0.1
C -1.3989 0.0333 -0.2899 0.6 0.2 0.1
C -2.2807 0.9269 -1.1023 -0.6 -0.2 0.0
C -2.7933 0.7123 -2.3202 0.5 0.8 0.3
C -2.1989 -0.1622 -3.3852 -0.3 -0.1 -0.3
C -2.9086 -1.5048 -3.4717 0.5 -0.5 -0.3
C -3.5279 0.0676 3.2356 1.1 -0.2 0.0
H -2.9326 -3.5123 -2.6855 0.1 0.4 0.7
H -1.7216 -3.1766 -0.5749 -0.2 0.2 -1.0
H -0.1357 -1.0200 -1.7230 -0.6 0.1 0.5
H -0.2111 -1.6680 -0.0988 -0.2 0.1 -0.3
H -1.9732 -0.2256 0.6187 0.1 0.1 -0.2
H -0.5156 0.5956 0.0866 -0.5 -0.2 -0.1
H -2.6548 1.7641 -0.5115 -0.4 -0.2 -0.1
H -3.6711 1.2947 -2.6165 0.4 0.1 0.0
H -1.1156 -0.2457 -3.2456 -0.3 -0.2 -0.2
H -2.3624 0.3180 -4.3591 0.2 0.2 0.3
H -3.9913 -1.3315 -3.3974 0.1 -0.1 0.1
H -2.7804 -1.9606 -4.4702 0.1 0.2 0.3
H -4.4954 -0.1991 3.6862 0.3 0.1 0.2
H -3.7497 0.7701 2.3962 0.4 -0.6 0.3
H -2.8497 0.5939 3.9349 -0.8 0.1 0.0
P 1.0682 2.5882 0.6850 2.2 3.2 -0.4
P 2.5553 -1.0081 0.6676 3.0 -0.1 -1.8
N 0.7976 3.7920 -0.5751 -1.2 -0.2 -0.6
N 2.0238 3.8319 1.6708 -0.2 -0.9 0.7
N 2.8447 -1.1951 -1.0695 -0.9 0.0 -0.7
N 4.1460 -1.7726 1.0290 0.1 0.0 1.5
C 2.5273 1.8078 -0.1484 -0.2 -0.8 0.5
C 3.2048 0.7509 0.7811 -0.4 0.3 -0.1
C -0.4867 4.2708 -0.8786 0.9 0.5 -0.7
C -0.3768 5.2808 -1.8334 0.2 -0.9 1.1
C 1.0178 5.4427 -2.1013 0.2 -1.0 0.7
C 1.7138 4.5077 -1.3423 -0.9 0.4 -0.5
C 1.7266 4.0463 3.0104 0.6 0.4 0.2
C 2.6215 4.9744 3.5490 -0.7 -0.8 -1.2
C 3.4958 5.3601 2.4830 -0.6 -0.8 -0.4
C 3.1186 4.6333 1.3607 -0.1 0.1 0.9
C 1.9775 -1.8979 -1.9127 0.6 0.1 -0.5
C 2.2669 -1.5996 -3.2438 -0.2 -0.2 1.2
C 3.3450 -0.6620 -3.2127 0.5 0.1 0.9
C 3.7025 -0.4561 -1.8863 -1.1 -0.6 -1.1
C 5.3263 -1.9594 0.3016 0.1 -0.3 0.7
C 6.3245 -2.4417 1.1456 -1.5 0.6 0.0
C 5.7527 -2.4933 2.4599 -0.7 0.3 -0.3
C 4.4349 -2.0593 2.3673 0.9 -0.4 -0.8
H 3.2635 2.5740 -0.4116 -0.2 -0.2 0.1
H 2.1915 1.3508 -1.0932 0.0 0.2 0.3
H 4.2850 0.7321 0.5673 -0.4 -0.1 0.3
H 3.0506 1.0280 1.8376 0.3 0.0 -0.2
H -1.3470 3.8356 -0.3893 0.1 0.1 -0.1
H -1.2061 5.8349 -2.2525 0.2 -0.1 0.1
H 1.4823 6.1716 -2.7406 0.0 0.0 -0.2
H 2.7779 4.3066 -1.3051 -0.5 0.1 -0.1
H 0.8896 3.5052 3.4476 0.3 0.3 0.0
H 2.6406 5.3166 4.5637 -0.1 0.1 0.2
H 4.2979 6.0878 2.5102 -0.1 -0.2 0.0
H 3.5568 4.6439 0.3862 0.1 0.1 0.0
H 1.2557 -2.5703 -1.4555 0.3 0.2 -0.4
H 1.7762 -2.0337 -4.1176 0.2 0.3 0.4
H 3.8563 -0.1874 -4.0468 -0.2 -0.3 0.2
H 4.5488 0.0553 -1.4938 0.1 0.5 0.2
H 5.3634 -1.7551 -0.7516 0.0 -0.2 0.0
H 7.3258 -2.7169 0.8457 -0.1 0.1 0.0
H 6.2484 -2.8272 3.3581 -0.1 0.1 0.0
H 3.6578 -1.9293 3.1077 0.2 -0.2 0.1
C -5.1765 -1.0388 0.2166 -0.6 0.4 -0.4
C -4.8451 -2.3745 0.7235 1.0 -0.2 1.9
C -5.4802 -3.5674 0.2974 0.0 -1.8 -0.2
C -4.8915 -4.6295 0.9735 -1.0 0.6 -1.0
C -3.9276 -4.0444 1.8281 -0.6 2.4 -0.2
C -3.0646 -4.7349 2.7602 0.6 -0.9 0.6
N -3.9381 -2.6774 1.7301 0.2 -1.1 -0.9
H -4.5415 -0.7879 -0.6458 0.1 0.0 0.2
H -5.1032 -0.2274 0.9520 0.1 -0.4 -0.1
H -6.2082 -1.0876 -0.1869 0.5 0.2 0.2
H -6.2712 -3.6144 -0.4490 0.2 0.0 0.2
H -5.1051 -5.6878 0.9159 -0.1 0.1 -0.1
H -3.6842 -5.2902 3.4788 0.2 0.1 0.0
H -2.4984 -5.4863 2.1994 0.1 0.0 0.2
H -2.3559 -4.0985 3.3120 -0.3 0.0 -0.2
```
Forces are in eV/Å.

HOMO (alpha / beta) (Eh): -0.251 / -0.255
E_LUMO (alpha / beta) (eV): 0.05 / -2.04
ΔE to the lowest compared entry with this formula, charge and spin (kcal/mol): 0.0
<S²>: 2.026
Energy (eV): -101983.5657
Spin multiplicity: 3

***

C53H41BrFN7O4PbS3 | ωB97M-V/def2-TZVPD

The geometry in XYZ format:
```
111
Properties=species:S:1:pos:R:3:forces:R:3
Pb 0.5585 0.6176 1.8647 0.2 -0.1 0.4
Br -6.7545 2.6918 3.6144 0.0 0.0 0.0
C -4.8312 2.7307 3.4882 -0.1 0.1 0.0
C -4.1614 1.9217 4.3279 0.2 0.0 0.0
C -2.7584 1.6303 4.5523 0.0 0.0 -0.2
C -1.6654 1.5982 3.7176 0.0 -0.1 0.1
O -0.4657 1.3619 4.0546 -0.4 0.2 -0.2
C -2.0913 3.1496 1.7585 0.1 -0.1 0.0
C -1.0739 3.5200 0.6927 -0.1 -0.1 0.1
N -0.0324 2.8314 0.4994 0.3 -0.1 -0.2
C 1.0152 3.2979 -0.3395 -0.1 0.1 0.2
C 0.8123 3.8787 -1.5600 -0.1 0.0 -0.1
C 1.8893 4.4440 -2.2797 0.0 0.0 0.0
C 3.1441 4.4594 -1.7461 0.0 0.0 0.0
C 3.3938 3.8321 -0.5021 0.0 0.0 0.0
C 4.6697 3.8088 0.1028 0.1 0.0 -0.1
C 4.8521 3.1413 1.2758 0.1 -0.1 0.0
C 3.7557 2.4562 1.8373 0.0 -0.1 -0.1
N 2.5542 2.4746 1.3200 -0.1 0.3 0.0
C 2.3433 3.1838 0.1780 -0.1 0.1 0.0
C -3.5694 3.1480 1.2933 -0.1 -0.1 -0.1
H -4.8025 1.4015 5.0340 0.0 0.0 0.0
H -2.5273 1.3118 5.5621 0.0 0.0 0.0
H -1.2309 4.4818 0.1891 0.0 0.0 0.0
H -0.1898 3.8977 -1.9766 0.1 0.0 0.0
H 1.7010 4.8919 -3.2474 0.0 0.0 0.0
H 3.9673 4.9330 -2.2713 -0.1 -0.1 0.0
H 5.4943 4.3215 -0.3807 0.0 0.0 0.0
H 5.8172 3.1075 1.7642 0.0 0.0 0.0
H 3.8834 1.8570 2.7369 0.0 0.1 0.0
H -3.7107 3.7607 0.4006 0.0 0.0 0.0
C 2.8565 -5.1507 -3.5164 0.0 0.0 0.0
C 1.4160 -4.9965 -3.0391 0.1 0.1 -0.1
C 0.3867 -5.1835 -4.1429 0.0 0.1 0.0
C 0.5131 -4.0725 -5.1806 0.0 0.0 0.1
C 0.3888 -2.7281 -4.5046 0.0 -0.1 -0.1
C -0.0692 -1.6192 -5.1817 0.0 -0.1 -0.1
C -0.2155 -0.4069 -4.5156 0.0 0.0 -0.1
F -0.6489 0.6587 -5.2221 0.0 0.0 0.0
C 0.0448 -0.2756 -3.1857 0.0 0.1 0.2
C 0.5126 -1.3876 -2.4770 0.0 0.1 0.1
C 0.7681 -1.2409 -1.0292 -0.2 -0.1 0.0
O 0.3103 -0.2282 -0.4705 0.2 0.1 0.2
C 1.4660 -2.3422 -0.4127 0.2 0.1 0.0
C 1.6115 -3.4886 -1.1459 -0.1 0.1 -0.1
N 1.2229 -3.6716 -2.4165 -0.1 0.0 0.0
C 0.7094 -2.5974 -3.1385 0.0 -0.1 0.0
C 2.1040 -2.4064 0.9827 -0.2 0.0 0.2
O 2.6590 -3.4769 1.2756 -0.3 0.3 0.0
O 2.0422 -1.3721 1.7315 0.0 -0.4 -0.5
H 2.9840 -6.1040 -4.0333 0.0 0.0 0.0
H 3.5409 -5.1258 -2.6665 0.0 0.0 0.0
H 3.1361 -4.3442 -4.1973 0.0 0.0 0.0
H 1.2264 -5.7301 -2.2588 -0.1 0.0 0.1
H -0.6102 -5.1502 -3.6932 0.0 0.0 0.0
H 0.5192 -6.1668 -4.5951 0.0 0.0 0.0
H -0.2623 -4.1704 -5.9406 0.0 0.0 0.0
H 1.4736 -4.1523 -5.6976 0.0 0.0 0.0
H -0.3268 -1.6820 -6.2339 0.0 0.0 0.1
H -0.0875 0.6617 -2.6600 0.0 0.0 -0.1
H 2.0756 -4.3342 -0.6539 0.0 0.0 0.0
S -2.4764 6.6921 4.8412 0.0 0.0 0.0
C -3.6688 7.5694 5.6962 0.1 0.0 0.0
C -4.9170 7.0904 5.4510 -0.1 -0.1 0.0
C -4.9076 5.9906 4.5468 -0.2 0.0 0.1
C -3.6542 5.6513 4.1270 0.2 0.0 -0.1
C -3.2823 4.6117 3.1726 0.0 0.1 0.0
C -2.0561 4.2130 2.8349 0.1 0.0 -0.1
N -1.8465 1.7678 2.2438 -0.1 -0.1 -0.1
C -2.8261 0.9629 1.6011 0.2 0.2 0.1
C -3.8391 1.6828 1.0420 0.0 0.2 -0.1
C -4.8823 1.0344 0.3529 0.0 0.0 0.0
C -4.8377 -0.3251 0.1849 -0.1 0.0 0.0
C -3.7234 -1.0724 0.6451 0.1 -0.1 0.0
C -3.5080 -2.4317 0.3189 -0.1 -0.1 0.0
C -2.3325 -3.0570 0.6517 0.0 -0.1 -0.1
C -1.3789 -2.2985 1.3719 0.2 0.0 0.1
N -1.5466 -1.0507 1.7072 0.0 0.0 0.3
C -2.7002 -0.4210 1.3662 0.1 0.0 -0.1
C -1.9647 -4.4195 0.2189 -0.1 0.1 0.0
C -0.8302 -5.1189 0.5242 0.1 0.0 0.2
C -0.7665 -6.3931 -0.1096 0.1 0.1 0.1
C -1.8503 -6.6393 -0.8925 -0.1 0.0 -0.1
S -2.9532 -5.3320 -0.8650 0.0 0.1 0.0
C -4.3355 3.7578 2.4928 0.1 -0.2 0.2
H -3.3776 8.3866 6.3407 -0.1 -0.1 -0.1
H -5.8135 7.5015 5.8963 0.1 0.0 0.0
H -5.7985 5.4542 4.2376 0.1 0.1 0.0
H -1.1221 4.5663 3.2633 -0.1 0.0 0.0
H -5.7105 1.6082 -0.0461 0.0 0.0 0.0
H -5.6309 -0.8394 -0.3480 0.1 0.0 0.0
H -4.2752 -2.9639 -0.2357 0.0 0.0 0.0
H -0.4256 -2.7404 1.6438 -0.1 0.0 0.0
H -0.0617 -4.7496 1.1968 -0.1 -0.1 -0.1
H 0.0470 -7.0964 0.0256 -0.1 0.1 0.0
H -2.0721 -7.5212 -1.4760 0.0 0.1 0.1
H -5.1806 4.3484 2.1534 -0.1 0.1 0.0
C 5.1162 -1.6213 -3.1931 0.0 0.0 0.2
N 5.1229 -1.5785 -1.7402 -0.1 0.2 -0.3
C 4.4203 -0.6752 -1.0082 -0.1 -0.3 -0.1
S 3.4656 0.5387 -1.6880 0.3 -0.2 0.0
N 4.5254 -0.8275 0.3266 0.1 -0.1 -0.1
C 5.2613 -1.8984 0.9847 0.0 0.1 -0.1
H 6.0389 -2.0869 -3.5380 0.0 0.0 0.0
H 5.0540 -0.6087 -3.5754 0.0 0.1 0.0
H 4.2602 -2.1777 -3.5836 0.0 0.0 0.0
H 5.3858 -2.4272 -1.2688 0.1 0.0 0.0
H 3.7576 -0.4305 0.8448 0.0 0.1 0.1
H 6.2711 -1.9619 0.5777 0.1 0.1 0.0
H 4.7540 -2.8645 0.9029 0.0 0.1 0.0
H 5.3378 -1.6575 2.0418 0.0 0.0 0.0
```
Forces are in eV/Å.

HOMO (Eh): -0.243
E_LUMO (eV): -0.23
ΔE to the lowest compared entry with this formula, charge and spin (kcal/mol): 41.7
Energy (eV): -184763.8663

***

C30H29F5N7O3SV | ωB97M-V/def2-TZVPD

The geometry in XYZ format:
```
76
Properties=species:S:1:pos:R:3:forces:R:3
V -0.2019 -0.7448 -0.1710 -0.9 0.5 1.7
C -3.6706 4.2318 2.3654 0.3 0.0 -0.2
C -2.1954 3.9551 2.0611 -0.1 0.1 0.0
N -1.8038 2.6771 2.5977 0.4 0.8 0.1
C -1.8715 1.5364 1.8580 -0.9 -1.7 0.8
S -2.3840 0.1340 2.6979 0.0 0.1 0.1
N -1.6597 1.6105 0.5756 0.2 2.3 -0.6
N -1.6368 0.5229 -0.1809 -1.9 0.4 -0.4
C -2.5455 0.3993 -1.1387 0.2 1.4 0.9
C -3.5459 1.4929 -1.3897 0.2 -0.3 0.1
C -2.5495 -0.8866 -1.7059 0.3 -1.4 -0.4
C -3.4786 -1.3925 -2.6405 0.3 0.5 0.3
C -3.5032 -2.7308 -2.9176 0.5 -0.5 0.4
C -2.6037 -3.5754 -2.2348 -0.4 0.2 -0.4
C -1.6707 -3.0209 -1.3893 0.0 -0.5 0.0
N -1.5937 -1.7118 -1.1479 -1.6 -0.1 -0.9
H -4.0008 5.1701 1.9230 0.0 0.1 0.0
H -4.2874 3.4244 1.9736 0.0 -0.1 0.0
H -3.8201 4.2766 3.4433 -0.1 0.0 0.1
H -2.0148 3.9198 0.9864 0.0 0.1 0.1
H -1.5633 4.7341 2.4978 0.0 0.1 -0.1
H -2.0031 2.5345 3.5783 -0.2 -0.2 -0.3
H -4.2924 1.5070 -0.5918 0.0 0.0 0.0
H -3.0239 2.4502 -1.3725 -0.1 0.0 0.0
H -4.0540 1.3735 -2.3429 0.0 -0.1 -0.1
H -4.1711 -0.7159 -3.1175 -0.1 0.1 0.0
H -4.2089 -3.1396 -3.6273 0.0 0.0 0.0
H -2.6370 -4.6424 -2.3910 0.1 -0.1 0.1
H -0.9556 -3.6540 -0.8703 0.0 0.2 -0.1
C 0.8278 -1.7948 -3.5170 0.0 0.1 0.4
C 1.5301 -1.1508 -2.2957 1.1 -1.2 -1.3
O 0.5988 -0.3910 -1.6349 1.0 1.4 -2.8
N 3.7865 -0.0257 -1.8215 0.2 0.3 0.7
C 3.2895 0.6223 -0.6114 0.0 -0.3 -0.1
C 2.6919 1.9644 -0.9279 0.4 0.2 -0.2
C 3.5255 3.0626 -1.1207 0.0 0.1 0.0
C 2.9675 4.2786 -1.4616 0.0 0.0 0.0
C 1.5923 4.3607 -1.6170 0.1 0.0 0.0
C 0.8467 3.2119 -1.4020 -0.1 0.4 -0.2
N 1.3764 2.0510 -1.0640 0.0 0.0 0.4
H -0.1834 -2.0733 -3.2242 0.0 -0.1 -0.1
H 1.3655 -2.6741 -3.8598 0.0 0.0 -0.1
H 0.7686 -1.0640 -4.3216 0.0 0.1 -0.1
H 4.2749 -0.8759 -1.5511 0.0 0.1 -0.2
H 4.1481 0.7560 0.0489 0.0 0.0 0.1
H 2.5411 0.0087 -0.0980 0.1 0.1 0.1
H 4.5904 2.9561 -0.9959 0.2 -0.1 0.0
H 3.5970 5.1484 -1.5940 0.0 0.1 0.0
H 1.1175 5.2930 -1.8862 -0.1 0.0 0.0
H -0.2310 3.2240 -1.4931 -0.2 0.0 0.1
O -0.0641 -3.4014 2.7176 -0.1 0.3 -0.2
C 0.1289 -2.7385 1.7141 1.3 -1.8 0.4
O -0.5571 -1.7375 1.2867 -1.2 -0.7 1.9
C 1.2353 -3.0417 0.7358 -0.2 -0.1 0.5
C 2.2259 -4.0307 0.7263 -0.2 0.3 -0.1
C 3.0974 -4.0772 -0.3358 -0.2 0.1 0.2
C 3.0155 -3.1584 -1.4271 0.4 -0.2 -0.5
C 3.9040 -3.2424 -2.5121 -0.1 -0.4 0.6
C 4.0260 -2.3991 -3.6384 -0.2 0.7 -0.3
C 3.5081 -1.1638 -3.8615 0.2 -0.1 -0.3
C 2.7901 -0.3606 -2.8223 -0.4 -0.2 -0.1
C 1.9531 -2.2217 -1.3174 0.1 0.4 -0.4
N 1.1587 -2.1819 -0.2734 1.4 -1.3 0.1
H 2.2893 -4.7246 1.5507 0.0 -0.1 0.1
H 3.8763 -4.8292 -0.3587 0.0 0.0 0.0
H 4.5823 -4.0879 -2.4929 0.0 -0.1 0.1
H 4.6476 -2.8061 -4.4313 0.0 0.0 -0.1
H 3.6974 -0.6827 -4.8098 0.0 0.0 -0.1
H 2.4124 0.5830 -3.2373 0.0 -0.2 -0.1
F 0.9869 0.5358 1.5798 2.2 1.6 0.2
C 2.0776 1.3957 1.8999 -2.3 -3.8 3.1
F 2.6807 0.7691 2.9844 -0.4 1.3 -2.3
C 1.5171 2.7209 2.3377 -1.0 3.7 0.2
F 0.8853 2.8309 3.5421 0.9 -1.3 -0.9
F 2.5183 3.6384 2.4113 0.3 -0.7 0.0
F 0.6585 3.2123 1.4320 0.6 -0.7 0.2
```
Forces are in eV/Å.

HOMO (alpha / beta) (Eh): -0.121 / -0.119
E_LUMO (alpha / beta) (eV): 2.30 / 0.02
ΔE to the lowest compared entry with this formula, charge and spin (kcal/mol): 150.7
<S²>: 3.776
Energy (eV): -98263.5596
Total charge: -1
Spin multiplicity: 4

***

Among the records above, which one has the lowest energy?
C53H41BrFN7O4PbS3

***

The lowest energy belongs to which entry?
C53H41BrFN7O4PbS3

***

Look up the energy of the third one.
-98263.5596 eV